The following is a quantum chemistry calculation of C18H21NO2S in the gas phase, from the Open Molecules 2025 dataset.

HOMO (eV): -8.2
Relative energy (zero: lowest compared OMol25 entry of this formula, charge and spin) (eV): 0.8256
Frontier orbital gap (hartree): 0.3203
Electronic energy (Eh): -1301.9410
Net charge: 0
Molecular weight (g/mol): 315.4

```
43
Properties=species:S:1:pos:R:3:forces:R:3
C -6.23344 -0.59109 -0.10669 0.0526 0.0435 0.0213
C -4.73908 -0.49505 -0.07243 0.0385 -0.0952 -0.0532
C -3.95566 -1.50596 -0.60950 -0.0679 0.2160 0.1120
C -2.57430 -1.44874 -0.59352 0.1962 -0.1126 -0.0633
C -1.94839 -0.34815 -0.02440 -0.2445 -0.1836 -0.0665
N -0.55579 -0.20470 0.04249 -0.2080 0.2828 0.2666
C 0.41102 -0.99645 -0.48047 0.4116 0.3250 0.1534
O 0.21915 -2.01781 -1.09905 -0.1710 -0.2944 -0.1593
C 1.83545 -0.47833 -0.14494 -0.0254 -0.2744 -0.1571
C 1.87756 1.00316 -0.35758 0.2202 0.4405 0.2124
C 1.55361 1.66428 -1.50584 0.1039 -0.1319 0.2306
C 1.69241 3.06571 -1.40439 0.0060 0.1430 0.0212
C 2.11405 3.45913 -0.17754 0.0903 -0.1654 0.3685
S 2.35570 2.12603 0.88073 -0.2058 -0.0178 -0.6010
C 2.12106 -0.87664 1.31868 0.1465 -0.2877 0.0292
C 2.67497 -2.29677 1.36646 -0.2296 -0.0153 0.2308
O 3.95463 -2.38656 0.77186 0.0381 -0.0587 0.0265
C 4.14639 -1.49264 -0.30828 0.1116 0.2408 -0.2915
C 2.85788 -1.18767 -1.06059 0.1272 -0.2737 0.1169
C -2.72511 0.67199 0.51758 -0.0052 -0.0837 -0.0484
C -4.10829 0.61409 0.50083 0.1389 -0.0867 -0.0384
C -4.91459 1.73020 1.09103 0.0245 -0.0450 -0.0231
H -6.54771 -1.51479 -0.58530 -0.0648 -0.0399 -0.0202
H -6.64397 -0.56691 0.90245 -0.1276 -0.0008 0.0457
H -6.66061 0.24682 -0.65706 -0.1288 0.0359 -0.0252
H -4.43597 -2.36563 -1.05390 -0.0596 -0.0887 -0.0461
H -1.98651 -2.24399 -1.01822 0.0308 -0.0236 -0.0109
H -0.24632 0.63964 0.50772 0.0297 -0.1606 -0.1720
H 1.21925 1.16181 -2.39637 -0.0720 -0.1450 -0.1726
H 1.48488 3.74551 -2.21098 -0.0272 0.1522 -0.1185
H 2.30564 4.45037 0.18156 0.0275 0.2431 0.0105
H 1.21447 -0.81439 1.92309 0.0342 0.0477 0.0442
H 2.86295 -0.20047 1.75035 0.0017 -0.0499 0.0524
H 2.80279 -2.62968 2.40020 -0.1085 0.0295 -0.1027
H 1.97402 -2.98037 0.86502 0.0549 0.0469 0.0860
H 4.59195 -0.55439 0.06000 0.0095 -0.0945 -0.0496
H 4.87075 -1.97379 -0.97126 -0.0537 0.1377 0.0356
H 2.41303 -2.12068 -1.41399 0.0576 0.0705 -0.0001
H 3.08303 -0.56846 -1.92885 -0.0210 -0.0337 -0.0016
H -2.23502 1.52974 0.96024 0.0450 0.1107 0.0526
H -5.54943 1.36007 1.89529 -0.0874 0.0459 0.0686
H -4.26749 2.50681 1.49052 -0.0011 0.0686 0.0359
H -5.56321 2.17375 0.33642 -0.0881 0.0825 0.0005
```
Forces are in eV/Å.

These are the Löwdin partial charges, in e, on atoms 1 to 2: atom 1 (C): -0.05, atom 2 (C): -0.25


The following is a quantum chemistry calculation of a molecular structure, C18H21P2Pt in a non-equilibrium geometry, from the Open Molecules 2025 dataset.

HOMO (alpha / beta) (eV): -8.1 / -11.8
Relative energy (zero: lowest compared OMol25 entry of this formula, charge and spin) (eV): 0.0000
Frontier orbital gap (alpha / beta) (hartree): 0.2119 / 0.2109
Electronic energy (Eh): -1500.0587
2S+1: 5
Net charge: +1
Molecular weight (g/mol): 494.4

```
42
Properties=species:S:1:pos:R:3:forces:R:3
C 0.64857 0.54114 -4.08190 -0.5160 -1.4534 -0.1139
C -0.61819 -0.16508 -3.97364 1.4043 1.0023 -0.5220
C -0.39406 -1.37468 -3.22988 1.4486 -0.4700 0.2085
C 0.98954 -1.44398 -2.88036 -0.5842 -0.3775 -0.9270
C 1.65026 -0.26623 -3.37765 -1.0979 0.1791 -0.3782
Pt 0.10736 0.66685 -1.92573 -0.2281 -0.3208 -0.0281
P -0.39083 2.83072 -1.91979 -0.4571 1.4455 -0.6247
H 0.83544 1.46212 -4.62812 -0.0635 -0.3133 0.1333
H -1.54231 0.14305 -4.45017 0.1409 -0.0589 0.2285
H -1.13189 -2.14498 -3.02556 0.1304 0.2786 0.0861
H 2.71227 -0.04565 -3.32342 -0.2808 -0.0316 0.0628
H 1.48001 -2.28034 -2.38907 -0.2535 0.3599 -0.0923
H -1.50187 3.22711 -1.12072 0.5168 0.3073 -0.4126
H -0.69841 3.27494 -3.24333 0.0702 0.4554 0.7337
H 0.72737 3.61141 -1.49582 -0.7572 0.1442 -0.1968
C 2.05708 0.50825 0.67665 0.4146 -0.0145 0.1163
P 0.28945 0.32274 0.29942 -0.0296 -1.0101 1.7147
C -0.05456 -1.45030 0.56210 -0.3053 -0.2501 0.1886
C -1.30914 -1.89790 1.01946 0.5370 -0.1712 -0.0939
C -1.51994 -3.25694 1.26321 0.1028 0.0674 -0.1122
C -0.51917 -4.18659 0.97092 0.3342 0.2318 -0.1134
C 0.69160 -3.75683 0.40594 -0.2387 0.2377 0.1095
C 0.92383 -2.39406 0.21043 -0.1913 -0.0460 0.2633
C -0.49494 1.24772 1.66416 0.8049 -1.6143 -3.0548
C -0.45935 2.65589 1.66275 -0.3787 3.9058 1.6705
C -0.66598 3.36361 2.84833 0.9395 0.2866 -4.2265
C -0.95461 2.67906 4.03373 -0.2117 1.1757 2.4801
C -1.08129 1.28823 4.02368 0.2407 -3.7475 -2.0317
C -0.86073 0.58166 2.84307 -1.3344 -0.4774 4.7740
H 2.66295 0.02918 -0.09413 -0.0128 0.0384 0.0562
H 2.30376 0.08507 1.65396 -0.0435 0.0982 -0.0619
H 2.28159 1.57695 0.66346 0.0613 -0.0441 0.0721
H -2.09188 -1.17254 1.22608 0.0327 -0.2004 -0.0238
H -2.46289 -3.58299 1.70379 0.2415 0.0567 -0.2080
H -0.66051 -5.24307 1.19192 -0.0563 0.2448 -0.1064
H 1.47434 -4.46672 0.13530 -0.2881 0.1082 0.1394
H 1.87152 -2.06356 -0.21999 -0.2386 -0.1493 0.3012
H -0.28458 3.18403 0.72553 0.0321 0.0761 0.4464
H -0.61294 4.45595 2.85538 -0.0281 -0.4210 -0.1170
H -1.05990 3.21966 4.97122 -0.0296 -0.0430 -0.2656
H -1.35128 0.73242 4.92262 0.0724 0.2393 -0.2568
H -0.98566 -0.49532 2.84617 0.1000 0.2753 0.1822
```
Forces are in eV/Å.

These are the Löwdin partial charges, in e, on atoms 1 to 2: atom 1 (C): -0.25, atom 2 (C): -0.18


The following is a quantum chemistry calculation of a molecular structure, C18H21P2Ru in a non-equilibrium geometry, from the Open Molecules 2025 dataset.

HOMO (alpha / beta) (eV): -4.3 / -7.9
Relative energy (zero: lowest compared OMol25 entry of this formula, charge and spin) (eV): 0.3882
Frontier orbital gap (alpha / beta) (hartree): 0.1874 / 0.2450
Electronic energy (Eh): -1475.8065
2S+1: 6
Net charge: 0
Molecular weight (g/mol): 400.4

```
42
Properties=species:S:1:pos:R:3:forces:R:3
C -0.40891 -0.23138 -3.31634 1.7684 0.8595 -0.3453
C -1.15214 0.94377 -3.48663 0.3341 -0.9305 0.8690
C -0.40850 2.09211 -3.02146 0.3585 -0.3321 -0.1737
C 0.87354 1.69839 -2.74560 -0.1371 -1.5851 0.4250
C 1.00030 0.17142 -2.78756 -2.1262 1.5522 -2.9145
Ru 1.03178 -1.30268 -1.29602 1.2660 -0.8162 -2.2685
P -0.15511 -3.23676 -1.44246 -0.9435 -1.9601 -0.4397
H -0.57695 -1.19318 -3.83359 -0.1175 0.6821 0.5276
H -2.13970 1.01910 -3.93060 0.0598 -0.1655 0.1761
H -0.84734 3.09378 -2.91983 0.4660 -0.4519 -0.2280
H 1.84354 -0.22989 -3.40730 -0.5175 0.2477 0.5878
H 1.72825 2.31738 -2.53575 -0.0012 0.2539 0.3307
H 0.65887 -4.30060 -1.94778 -0.3011 0.3067 0.1323
H -1.21192 -3.41017 -2.36629 -0.1289 -0.1505 -0.0643
H -0.72377 -3.99497 -0.38588 0.1125 0.2649 -0.0087
C 2.40995 0.67365 0.80677 -0.2143 0.3178 0.1951
P 0.73421 0.06729 0.34468 0.0733 2.3318 2.9594
C 0.46884 -1.24947 1.61993 -0.3152 0.6023 0.0842
C -0.67512 -1.39275 2.41957 0.2526 -0.3593 -0.3042
C -0.91227 -2.62102 3.03835 -0.0048 -0.0463 0.2455
C 0.03990 -3.64670 3.00070 -0.0517 -0.0093 -0.2020
C 1.22985 -3.45161 2.30250 -0.1696 0.0760 -0.0413
C 1.43077 -2.26763 1.58758 0.0160 -0.2900 0.2106
C -0.29177 1.58940 0.62945 -0.2640 -0.1676 -0.0187
C 0.26013 2.87374 0.45361 -0.1570 -0.0739 0.0423
C -0.51956 4.02266 0.59310 -0.3633 -0.1518 0.1250
C -1.85685 3.91638 0.99288 0.1275 -0.2827 0.0035
C -2.41790 2.63999 1.14838 0.0483 0.3300 -0.0774
C -1.66913 1.48789 0.89272 0.2321 0.4301 0.1628
H 3.11113 -0.16007 0.73351 -0.0965 0.1937 -0.0443
H 2.40052 1.06730 1.82697 0.0806 0.0728 -0.0405
H 2.70137 1.46165 0.10830 0.1446 -0.1844 0.0484
H -1.36991 -0.56249 2.53115 0.0543 -0.3394 -0.0949
H -1.85878 -2.79704 3.54800 0.2530 0.1533 0.0496
H -0.15748 -4.60892 3.49039 0.0705 0.4986 -0.1760
H 1.98145 -4.23586 2.26214 -0.1037 0.1268 0.0441
H 2.31187 -2.15159 0.95139 -0.1637 -0.0844 0.3268
H 1.30191 3.00014 0.17381 -0.1741 -0.1033 0.0929
H -0.09701 5.01035 0.39645 -0.0012 -0.3541 0.1311
H -2.45432 4.82151 1.17840 0.2929 -0.5485 -0.1387
H -3.45451 2.55962 1.47804 0.2218 -0.0775 -0.2351
H -2.15922 0.51725 0.91433 0.1192 0.1643 0.0460
```
Forces are in eV/Å.

These are the Löwdin partial charges, in e, on atoms 1 to 2: atom 1 (C): -0.19, atom 2 (C): -0.12


The following is a quantum chemistry calculation of a molecular structure, C18H22AsN5O4SV in a non-equilibrium geometry, from the Open Molecules 2025 dataset.

HOMO (alpha / beta) (eV): 0.2 / -1.4
Relative energy (zero: lowest compared OMol25 entry of this formula, charge and spin) (eV): 0.0000
Frontier orbital gap (alpha / beta) (hartree): 0.1724 / 0.2291
Electronic energy (Eh): -4851.8739
2S+1: 4
Net charge: -2
Molecular weight (g/mol): 530.3

```
52
Properties=species:S:1:pos:R:3:forces:R:3
V 1.03572 -0.48730 -0.59460 -0.9448 -0.1057 -0.2434
N 2.57632 -2.43596 3.55192 -0.2199 2.5412 -0.6962
C 2.38419 -1.37826 2.64700 -0.3555 1.2836 -0.5192
S 1.21333 -0.12766 3.05285 0.6057 -0.9900 0.0641
N 3.16663 -1.35258 1.57614 -0.1954 -0.6594 1.2252
N 2.84750 -0.44952 0.58232 -2.5360 -1.2440 0.7246
C 3.79992 0.15639 -0.00192 1.4488 -0.2316 0.1659
C 3.57305 0.83743 -1.21941 -2.1490 -0.2370 0.4697
C 4.61601 1.46838 -1.78288 1.4238 0.7776 -0.9669
C 4.53378 1.98057 -3.05276 -0.4205 0.4173 -0.4553
C 3.25179 1.93674 -3.70941 0.5331 0.7240 -0.2912
C 2.20412 1.42646 -3.00466 0.5620 0.0043 -0.2622
N 2.29160 0.89092 -1.79957 0.5981 -1.4563 2.2560
H 1.81603 -2.56322 4.18599 -0.0567 -0.3675 0.0696
H 3.15487 -3.12891 3.18214 0.5390 -1.5828 -0.2738
H 4.81052 -0.03408 0.43583 -0.5545 0.5946 -0.6489
H 5.42015 1.48850 -1.06969 1.0778 0.2959 -0.6231
H 5.37358 2.43595 -3.54632 0.2549 0.1675 -0.0351
H 3.03146 2.43330 -4.67509 0.4588 -0.5099 0.6207
H 1.24347 1.39700 -3.43517 -1.1954 0.1229 -0.5150
O 1.16710 -2.33252 -4.27953 0.3514 0.0534 1.0880
C 0.90515 -1.83283 -3.16608 0.0668 -0.9396 -1.2047
O 1.52202 -1.95624 -2.04217 -0.6060 0.7831 -1.1276
C -0.37456 -0.99665 -3.17898 0.7190 1.0586 0.9764
C -1.25557 -0.75448 -4.21750 0.3366 -0.6931 -0.4904
C -2.39469 0.03683 -3.98178 1.1978 -1.1390 0.3607
C -2.50622 0.57705 -2.72884 -1.3614 1.6689 0.1826
C -1.47718 0.48239 -1.82572 -1.1361 0.1384 -0.4584
N -0.47724 -0.30133 -2.04235 1.1916 -0.9851 -0.2198
C -1.46143 1.23582 -0.55860 1.2370 -0.1202 1.6203
O -2.32855 2.08572 -0.35453 0.0964 0.0095 0.2070
O -0.47724 0.86653 0.19984 -0.4622 0.5045 -0.5796
H -0.95785 -1.22360 -5.16249 -0.5644 0.1732 0.2476
H -3.16315 0.13383 -4.70988 -0.4139 0.2231 -0.5730
H -3.31471 1.24323 -2.38914 0.1997 -0.4673 -0.4618
C -2.19818 1.52707 2.96094 0.7893 -1.0115 1.8932
As -3.66002 0.29871 2.71604 -0.3318 -0.4509 -0.0244
C -4.86915 1.22107 3.95888 -0.7483 -0.0120 0.5956
C -3.16090 -1.15888 3.97631 0.7534 2.2008 0.7625
H -2.12709 1.93485 4.00647 -0.3615 -0.1242 -0.9695
H -2.29624 2.23175 2.19024 0.0681 1.2931 -0.8339
H -1.26865 0.97618 2.80684 0.0181 0.0299 -0.2723
H -4.41040 1.28819 4.95949 -0.1897 -0.1320 -0.2424
H -5.87005 0.74552 4.02918 0.6016 0.0164 0.0513
H -5.06543 2.24062 3.63434 0.1668 0.1391 -0.2177
H -2.39494 -0.74519 4.69721 -0.7955 -0.6220 -0.6885
H -2.76058 -1.95579 3.41794 0.6034 -1.0268 -0.5510
H -4.05662 -1.44563 4.48702 -0.5119 -0.3218 0.4160
C -0.17875 -2.07783 0.17193 -1.0938 0.6657 0.1302
H -1.10929 -2.28991 -0.43232 1.0299 -0.2185 0.0461
H -0.63285 -1.55364 1.02427 0.3173 -0.2117 0.3712
H 0.30918 -2.99497 0.51030 -0.0422 -0.0266 -0.0993
```
Forces are in eV/Å.

These are the Löwdin partial charges, in e, on atoms 1 to 2: atom 1 (V): 0.92, atom 2 (N): 0.02


The following is a quantum chemistry calculation of a molecular structure, C18H22BBaF6O18 in a non-equilibrium geometry, from the Open Molecules 2025 dataset.

HOMO (eV): -13.1
Relative energy (zero: lowest compared OMol25 entry of this formula, charge and spin) (eV): 3.9054
Frontier orbital gap (hartree): 0.3600
Electronic energy (Eh): -2702.7826
Net charge: +1
Molecular weight (g/mol): 788.5

```
66
Properties=species:S:1:pos:R:3:forces:R:3
Ba 19.72822 -17.14555 0.15135 -0.1514 0.0694 1.1231
B 18.09211 -17.22490 2.31795 -0.3784 0.0573 0.5764
H 19.00321 -16.66783 2.47231 3.5223 2.3010 0.9570
H 17.42993 -17.25207 3.16943 -2.2053 0.0926 3.3551
H 17.53190 -16.78082 1.50976 -2.0595 1.7402 -3.4298
H 18.35687 -18.24745 2.09762 1.1039 -3.9831 -1.2403
C 19.52750 -16.35889 5.75648 -1.0522 -0.6502 -0.1406
C 20.19600 -15.08348 5.31128 0.9130 -0.5564 -0.6511
O 21.53084 -15.22714 5.84597 -0.7228 -0.9096 -0.4323
C 21.51872 -16.27595 6.75692 1.4725 0.0742 0.3306
O 22.48083 -16.64622 7.36799 -0.8679 0.5909 -0.6758
O 20.30998 -16.82040 6.82568 0.1583 -0.2914 0.7099
F 19.72795 -13.95490 5.80822 -1.0011 1.1650 1.0880
H 19.53014 -17.13896 4.99517 0.2461 0.2515 -0.4443
H 18.48393 -16.30976 6.06737 0.1338 0.6081 0.1292
H 20.13351 -14.95515 4.23067 0.6403 -0.2362 -0.1506
C 22.59899 -21.12501 3.89319 -1.7485 -0.3192 0.5143
C 21.29416 -20.90634 4.61415 0.4268 -1.2273 1.2287
O 20.55981 -20.16071 3.64289 -2.8568 -0.8188 2.5895
C 21.37713 -19.52190 2.89441 -0.0788 2.4310 -3.6768
O 21.08421 -18.69416 2.00526 0.4507 -1.6111 1.8642
O 22.57385 -19.94426 3.09124 3.8873 0.2006 -0.5496
F 21.51025 -20.23460 5.80002 -0.4350 0.5292 -1.0430
H 22.45313 -21.99272 3.24985 0.4696 -0.0007 -0.1389
H 23.37260 -21.28715 4.64376 0.4818 0.7130 -0.6427
H 20.82440 -21.83596 4.93543 -0.6561 0.2383 -0.6103
C 23.77679 -15.32265 3.18012 0.1303 -0.7559 0.4358
C 23.78775 -13.84425 2.83073 1.0253 -1.1689 1.6149
O 22.45577 -13.62027 2.45671 0.4354 1.6789 -0.0780
C 21.91162 -14.75174 2.06714 -2.6338 0.2151 -1.4418
O 20.84339 -14.80899 1.43817 2.1499 -0.5972 0.8934
O 22.63553 -15.76288 2.44273 -0.2514 -1.8709 -0.1209
F 24.64321 -13.61985 1.81762 -0.0585 0.4378 -0.6965
H 23.64943 -15.53164 4.24229 -0.5583 0.3875 0.0812
H 24.61503 -15.96923 2.92054 0.1794 0.6253 -0.6180
H 24.11031 -13.28749 3.71054 -0.4785 0.6394 -0.3527
C 15.87542 -21.38481 -1.47496 -1.9676 -2.3563 -1.4454
C 14.67724 -20.67972 -0.86329 3.1428 0.4000 -0.1916
O 15.33364 -19.40157 -0.72322 -0.6498 1.4744 1.7313
C 16.72160 -19.46191 -0.74118 -2.7641 0.3832 -1.2584
O 17.46265 -18.54688 -0.51058 -0.1022 -0.4597 0.0432
O 17.01258 -20.60147 -1.28947 1.8177 -1.0155 0.1181
F 14.49653 -21.32218 0.31657 -0.7843 0.8167 0.7136
H 15.66648 -21.59403 -2.52408 0.5932 0.3117 -0.2284
H 15.91671 -22.35851 -0.98680 0.6978 0.1321 0.0764
H 13.74030 -20.60876 -1.41574 0.2408 0.2877 0.1574
C 15.93768 -14.59105 4.13357 -0.1687 0.0001 -1.3579
C 15.23797 -13.43172 3.47872 -0.6907 0.4220 -0.3480
O 16.25313 -12.74787 2.77822 0.2534 -0.4943 -0.2466
C 17.49329 -13.22401 3.13538 1.6321 1.5826 -1.0938
O 18.55213 -12.77151 2.66087 -3.7787 -2.2313 2.1625
O 17.29102 -14.19978 4.06106 2.1733 0.3992 0.4990
F 14.64449 -12.53470 4.32048 0.2501 -0.1935 0.3348
H 15.88430 -15.41921 3.42690 -0.3990 -0.3547 0.2565
H 15.51727 -14.87741 5.09761 0.6615 0.3164 0.1805
H 14.44440 -13.80547 2.83169 0.1356 0.4061 -0.3748
C 16.43275 -20.52300 3.30205 -0.5674 1.6159 -0.2326
C 16.23572 -20.34106 4.81395 -0.7441 -0.1120 -3.0760
O 16.91584 -21.45963 5.23378 0.8304 -0.5129 1.8813
C 16.98079 -22.40789 4.25370 0.4952 -4.9680 1.6103
O 17.32716 -23.59248 4.40778 -0.6618 4.2659 -0.1221
O 16.49249 -21.93550 3.14816 0.0188 1.1222 -1.6192
F 14.88090 -20.45928 5.04292 0.3479 0.0274 0.7264
H 17.34173 -20.00307 2.99952 0.3476 -0.4199 -0.0985
H 15.63182 -20.07805 2.71161 -0.1770 -0.4099 0.1093
H 16.58322 -19.35715 5.12899 0.1847 -0.4850 0.7351
```
Forces are in eV/Å.

These are the Löwdin partial charges, in e, on atoms 1 to 2: atom 1 (Ba): 2.03, atom 2 (B): -0.61